# 1
The following is a quantum chemistry calculation of a cluster of 2 separate species, C3H10N2O in total in a non-equilibrium geometry, from OMol25.

Its SMILES is [H]/N=C\C.CNO. Its HOMO-LUMO gap is 10.329 eV. The calculation puts the LUMO energy at 1.03 eV. As for the energy above the lowest of the compared OMol25 structures with the same formula, charge and spin: 312.5 kJ/mol.

CARTESIAN COORDINATES (ANGSTROEM)
C1 -0.461 -1.136 -1.933
N1 -0.286 0.308 -1.803
O1 -1.388 0.895 -2.532
H1 -0.948 1.334 -3.286
H2 -0.840 0.510 1.093
H3 -0.130 -1.472 -2.921
H4 -1.503 -1.439 -1.782
H5 0.139 -1.643 -1.172
C2 1.004 1.000 2.269
C3 0.059 0.068 1.575
N2 0.111 -1.219 1.717
H6 0.945 -1.497 2.245
H7 -0.416 0.574 -0.772
H8 0.442 1.827 2.711
H9 1.708 1.403 1.537
H10 1.563 0.487 3.055


# 2
The following is a quantum chemistry calculation of an isolated molecule of C12H27ClO3Si in a non-equilibrium geometry, from OMol25.

Its SMILES is CC(C)O[Si](CCCCl)(OC(C)C)OC(C)C. Its HOMO-LUMO gap is 10.301 eV. The calculation puts the LUMO energy at 0.87 eV. As for the energy above the lowest of the compared OMol25 structures with the same formula, charge and spin: 171.8 kJ/mol.

CARTESIAN COORDINATES (ANGSTROEM)
Cl1 4.391 0.642 -1.354
O1 -0.278 1.163 -0.516
O2 -0.326 -1.506 -0.815
O3 -0.340 -0.351 1.703
C1 -0.462 3.028 -1.974
C2 -0.275 0.712 -2.839
C3 -1.831 -3.198 -1.722
C4 -1.110 -3.298 0.569
C5 -1.394 0.439 3.758
C6 -2.018 1.385 1.400
C7 4.442 0.669 0.341
C8 2.947 0.777 0.774
C9 0.193 1.659 -1.728
C10 -1.439 -2.353 -0.505
C11 -0.964 0.719 2.336
C12 2.218 -0.430 0.022
Si1 0.200 -0.315 0.135
H1 -0.205 3.562 -2.915
H2 -0.043 3.754 -1.168
H3 -1.547 3.008 -1.869
H4 -0.035 1.103 -3.809
H5 -1.397 0.535 -2.817
H6 0.305 -0.285 -2.716
H7 -0.970 -3.796 -2.038
H8 -2.689 -3.832 -1.508
H9 -1.979 -2.564 -2.625
H10 -1.967 -3.979 0.669
H11 -0.993 -2.673 1.490
H12 -0.208 -3.850 0.450
H13 -1.920 -0.424 3.717
H14 -0.560 0.327 4.473
H15 -1.939 1.338 4.090
H16 -2.981 0.969 1.643
H17 -1.880 0.949 0.341
H18 -1.967 2.534 1.481
H19 4.938 1.552 0.642
H20 4.891 -0.184 0.718
H21 2.537 1.758 0.446
H22 2.904 0.788 1.832
H23 1.252 1.761 -1.638
H24 -2.430 -1.882 -0.226
H25 -0.102 1.383 2.503
H26 2.431 -0.235 -1.051
H27 2.599 -1.360 0.301


# 3
The following is a quantum chemistry calculation of a structure of composition C30H41CdGeN3O7S, from OMol25.

Its HOMO-LUMO gap (alpha / beta) is 4.486 / 6.430 eV. The calculation puts the LUMO energy (alpha / beta) at 1.63 / 1.63 eV. As for the energy above the lowest of the compared OMol25 structures with the same formula, charge and spin: 0.0 kJ/mol. As for the net charge: -1. As for the multiplicity: 2. As for the expectation value of S²: 0.778.

CARTESIAN COORDINATES (ANGSTROEM)
Cd1 -0.041 -0.270 0.212
C1 0.169 3.497 -2.793
C2 0.494 2.020 -2.558
C3 1.816 1.695 -3.254
C4 -0.619 1.159 -3.143
O1 0.656 1.738 -1.171
Ge1 0.056 2.838 0.253
O2 -1.438 1.698 0.505
C5 -2.816 2.046 0.614
C6 -3.637 1.274 -0.412
C7 -3.016 3.545 0.389
C8 -3.275 1.674 2.023
O3 1.007 1.599 1.317
C9 1.614 1.842 2.578
C10 1.634 3.332 2.921
C11 3.052 1.338 2.491
C12 0.824 1.085 3.645
H1 0.099 3.699 -3.864
H2 -0.787 3.764 -2.336
H3 0.942 4.139 -2.366
H4 1.775 1.969 -4.311
H5 2.632 2.244 -2.780
H6 2.032 0.628 -3.190
H7 -0.671 1.278 -4.229
H8 -0.458 0.106 -2.914
H9 -1.581 1.436 -2.714
H10 -3.311 1.514 -1.424
H11 -3.540 0.201 -0.269
H12 -4.694 1.540 -0.321
H13 -2.692 3.831 -0.615
H14 -4.073 3.798 0.491
H15 -2.449 4.134 1.113
H16 -3.135 0.604 2.174
H17 -2.683 2.217 2.764
H18 -4.331 1.912 2.174
H19 2.179 3.900 2.164
H20 0.622 3.735 2.990
H21 2.125 3.478 3.886
H22 3.582 1.896 1.715
H23 3.581 1.472 3.438
H24 3.067 0.280 2.236
H25 -0.184 1.501 3.717
H26 0.735 0.034 3.363
H27 1.303 1.158 4.625
O4 -3.614 -2.503 -0.588
S1 -2.211 -2.314 -0.346
O5 -1.412 -3.502 -0.185
O6 -1.588 -1.315 -1.244
O7 -2.090 -1.434 1.034
C13 -2.645 -4.158 3.367
C14 -2.925 -2.995 2.730
C15 -1.847 -2.051 2.335
C16 -0.448 -2.619 2.399
C17 -0.245 -3.802 3.106
C18 -1.308 -4.556 3.605
N1 0.497 -1.894 1.766
C19 1.785 -2.474 1.788
C20 2.716 -2.159 2.775
C21 3.993 -2.707 2.747
C22 4.352 -3.601 1.748
C23 3.411 -3.966 0.792
C24 2.139 -3.415 0.819
H28 -3.458 -4.804 3.680
H29 -3.940 -2.688 2.514
H30 -1.868 -1.149 2.970
H31 0.762 -4.182 3.220
H32 -1.106 -5.487 4.119
H33 2.428 -1.475 3.564
H34 4.708 -2.437 3.515
H35 5.348 -4.026 1.727
H36 3.665 -4.690 0.026
H37 1.379 -3.723 0.111
N2 5.735 -3.122 -3.994
C25 4.867 -2.687 -3.380
C26 3.780 -2.142 -2.613
C27 2.480 -2.583 -2.827
C28 1.467 -2.037 -2.059
N3 1.704 -1.102 -1.143
C29 2.945 -0.671 -0.943
C30 4.023 -1.169 -1.650
H38 2.266 -3.341 -3.568
H39 0.432 -2.352 -2.154
H40 3.065 0.102 -0.192
H41 5.026 -0.814 -1.460


# 4
The following is a quantum chemistry calculation of an isolated molecule of C6H13NO4 in a non-equilibrium geometry, from OMol25.

Its SMILES is C[C@H]1N[C@H](O)[C@H](O)[C@H](O)[C@H]1O. Its HOMO-LUMO gap is 10.177 eV. The calculation puts the LUMO energy at 0.69 eV. As for the energy above the lowest of the compared OMol25 structures with the same formula, charge and spin: 183.7 kJ/mol.

CARTESIAN COORDINATES (ANGSTROEM)
C1 1.269 2.276 -0.040
C2 0.145 1.221 -0.255
C3 0.718 -1.099 -0.723
C4 -0.436 -1.757 0.171
C5 -1.207 -0.582 0.877
C6 -0.307 0.586 1.124
H1 2.151 1.687 0.064
H2 1.303 3.087 -0.834
H3 1.034 2.831 0.945
H4 -0.801 1.818 -0.480
H5 -0.650 0.167 -1.571
H6 1.536 -0.952 -0.080
H7 1.165 -1.189 -2.433
H8 -0.002 -2.382 0.898
H9 -0.748 -2.625 -1.394
H10 -1.436 -1.054 1.879
H11 -2.686 -0.718 -0.455
H12 -0.840 1.244 1.703
H13 1.292 1.286 2.307
N1 0.303 0.247 -1.323
O1 0.833 -1.893 -1.908
O2 -1.312 -2.517 -0.599
O3 -2.307 -0.055 0.150
O4 0.983 0.373 1.975


# 5
The following is a quantum chemistry calculation of a structure of composition C10H7F6N2ORhS2Se in a non-equilibrium geometry, from OMol25.

Its HOMO-LUMO gap (alpha / beta) is 5.481 / 5.460 eV. The calculation puts the LUMO energy (alpha / beta) at 4.89 / 4.89 eV. As for the net charge: -2.

CARTESIAN COORDINATES (ANGSTROEM)
Rh1 1.363 -0.523 0.279
S1 0.376 -2.622 0.794
C1 -0.179 -1.803 2.223
C2 -1.147 -2.231 3.157
C3 -1.458 -1.415 4.216
C4 -0.838 -0.167 4.363
C5 0.081 0.195 3.396
N1 0.399 -0.600 2.382
H1 -1.633 -3.187 3.014
H2 -2.201 -1.737 4.938
H3 -1.070 0.498 5.183
H4 0.594 1.151 3.409
S2 3.575 3.699 -0.037
C6 2.635 2.316 0.105
N2 1.941 1.400 0.264
C7 1.010 0.254 -2.956
C8 -0.330 0.269 -2.203
O1 -0.307 -0.290 -0.975
C9 -1.342 -0.559 -3.039
F1 -0.961 -1.842 -3.107
F2 -1.465 -0.142 -4.327
F3 -2.590 -0.555 -2.534
C10 -0.834 1.738 -2.137
F4 -1.982 1.864 -1.441
F5 -1.087 2.280 -3.362
F6 0.057 2.539 -1.559
H5 1.355 -0.777 -3.004
H6 1.740 0.810 -2.372
H7 0.943 0.675 -3.961
Se1 3.359 -1.238 -0.710


# 6
The following is a quantum chemistry calculation of an isolated molecule of C4H8N2 in a non-equilibrium geometry, from OMol25.

Its SMILES is [H]/N=C(\N)CC=C. Its HOMO-LUMO gap is 10.471 eV. The calculation puts the LUMO energy at 1.00 eV. As for the energy above the lowest of the compared OMol25 structures with the same formula, charge and spin: 78.7 kJ/mol.

CARTESIAN COORDINATES (ANGSTROEM)
C1 1.301 -0.100 0.051
C2 -0.019 -0.786 0.448
C3 -1.081 -0.332 -0.481
C4 -2.301 0.055 0.011
H1 1.844 1.768 -0.351
H2 0.255 1.573 -0.007
H3 3.172 -0.255 -0.322
H4 -0.356 -0.551 1.475
H5 0.121 -1.850 0.352
H6 -0.870 -0.339 -1.587
H7 -3.069 0.325 -0.646
H8 -2.507 0.105 1.079
N1 1.192 1.226 0.181
N2 2.317 -0.839 -0.205